Entry 1:
Density functional theory data (ωB97M-V/def2-TZVPD) for C32H51N4O2P2Zr as an isolated structure in a non-equilibrium geometry.

ORCA input file:
```
! wB97M-V def2-TZVPD RIJCOSX def2/J DEFGRID3
* xyz 3 1
C -1.52119 -1.42683 -1.82386
C 0.69053 -2.08267 -1.26052
C -1.54297 -2.29374 -2.90510
C 0.60264 -3.12474 -2.21218
C -0.50004 -3.21980 -3.04017
H -2.38188 -2.25193 -3.59954
H 1.45020 -3.80697 -2.27370
H -0.56607 -4.01789 -3.77845
N -0.46931 -1.40369 -0.97365
P -2.73786 -0.12607 0.27414
P 2.55208 -0.46572 0.39102
C -2.59733 -0.37506 -1.55963
H -2.26842 0.57506 -2.01433
H -3.55473 -0.61967 -2.04385
C 1.94242 -1.70184 -0.68971
H 2.74473 -2.41721 -0.92711
C 3.87794 0.23810 -0.86962
C 3.49867 -1.28417 1.89561
C -3.52537 1.59034 0.43788
C -3.87845 -1.56780 0.69412
C 3.93018 1.73835 -0.54705
H 4.25338 1.91700 0.48790
H 4.64408 2.24473 -1.21276
H 2.95355 2.21473 -0.68223
C 5.26238 -0.41700 -0.76832
H 5.75036 -0.31441 0.20374
H 5.21433 -1.48142 -1.03659
H 5.92644 0.06005 -1.50918
C 3.45789 -0.01708 -2.32663
H 4.13763 0.52301 -3.00327
H 3.51960 -1.08096 -2.58309
H 2.44409 0.32410 -2.54439
C 4.34426 -0.14934 2.50181
H 3.72072 0.72371 2.75452
H 4.81767 -0.50996 3.42716
H 5.14445 0.19867 1.83831
C 2.49594 -1.76492 2.95276
H 1.89419 -0.95091 3.37938
H 1.82576 -2.54829 2.57957
H 3.07841 -2.20201 3.78303
C 4.33461 -2.50366 1.50168
H 5.14364 -2.28990 0.79789
H 4.80535 -2.88859 2.42101
H 3.70992 -3.30540 1.08493
C -4.26632 -1.45081 2.18131
H -4.89907 -2.31699 2.43527
H -3.38695 -1.48043 2.84144
H -4.85112 -0.54095 2.38536
C -3.12939 -2.89813 0.45866
H -2.94229 -3.07191 -0.61078
H -2.17877 -2.94918 1.00496
H -3.77169 -3.71653 0.82932
C -5.13951 -1.62842 -0.18431
H -5.71018 -2.51938 0.12128
H -5.79286 -0.76130 -0.05984
H -4.89233 -1.74209 -1.24731
C -2.72397 2.60613 -0.40085
H -2.84647 2.43875 -1.47938
H -3.11016 3.61344 -0.17908
H -1.65064 2.60120 -0.16915
C -3.48871 2.01185 1.91714
H -2.46401 2.07776 2.31075
H -3.93598 3.01375 1.99444
H -4.06973 1.33934 2.56270
C -4.96941 1.56144 -0.06991
H -5.04248 1.15615 -1.08895
H -5.63374 1.00597 0.60432
H -5.34130 2.59621 -0.10171
Zr -0.15502 -0.19060 0.97896
C -0.74089 -1.85677 2.35886
O -0.98510 -2.60615 3.23187
N 0.46568 1.24361 -0.47685
C 0.82995 1.32405 -1.61877
C 0.77083 2.23376 -2.74923
C 0.48875 3.59618 -2.51466
C 0.96583 1.79054 -4.07295
C 0.51156 4.51370 -3.56894
H 0.26187 3.92639 -1.49405
C 1.01552 2.71652 -5.11626
H 1.07882 0.72168 -4.25221
C 0.80599 4.08111 -4.87079
H 0.29524 5.56619 -3.36378
H 1.21141 2.37817 -6.13310
H 0.84529 4.79709 -5.69116
N 1.11786 1.08493 4.76914
C 0.01587 0.86721 4.03183
N -1.14011 0.63012 4.66084
O 0.09274 0.87609 2.74405
H 1.06908 1.11095 5.77824
H 1.96893 1.39206 4.31146
H -1.97559 0.46322 4.10024
H -1.20180 0.65589 5.68000
*
```

Results
E_LUMO in eV: -10.894
Energy in eV: -63900.9398
Kohn-Sham gap in eV: 4.217
E_HOMO in eV: -15.11

Löwdin atomic charge list, values in e, 2 entries: -0.34 -0.34

---

Entry 2:
Density functional theory data (ωB97M-V/def2-TZVPD) for a 2-piece molecular cluster, C2H6ClOP overall in a non-equilibrium geometry.

ORCA input file:
```
! wB97M-V def2-TZVPD RIJCOSX def2/J DEFGRID3
* xyz 0 1
C -0.39347 -1.12604 -0.85436
C -0.43266 -0.52182 0.58471
O 0.61694 1.80918 1.46318
P 1.10160 0.50505 0.63618
Cl 0.79398 1.82931 -1.93896
H 0.25688 -0.54870 -1.56977
H -0.03629 -2.24996 -0.93435
H -1.42588 -0.95902 -1.15906
H -0.45848 -1.24330 1.35823
H -1.31728 0.10423 0.74908
H 1.29466 2.40108 1.66512
*
```

Results
E_LUMO (alpha / beta) in eV: -1.441 / -1.442
ΔE to the lowest compared entry with this formula, charge and spin in eV: 2.258
Energy in eV: -26029.1473
Kohn-Sham gap (alpha / beta) in eV: 7.915 / 7.914
E_HOMO (alpha / beta) in eV: -9.36 / -9.36

Löwdin atomic charge list, values in e, 2 entries: -0.22 -0.44

---

Entry 3:
Density functional theory data (ωB97M-V/def2-TZVPD) for one molecule with the formula C5H9NO2 in a non-equilibrium geometry.

ORCA input file:
```
! wB97M-V def2-TZVPD RIJCOSX def2/J DEFGRID3
* xyz 0 1
C 1.91067 -1.14032 -0.43542
C 1.45036 0.09316 0.03108
C -0.03762 0.38393 0.23474
C -0.64278 1.73060 0.04370
C -1.06849 -0.77959 0.28544
H 2.86617 -1.25674 0.15489
H 1.21422 -1.98556 -0.14607
H 2.16947 -1.19333 -1.46995
H 2.18243 0.96983 -0.13003
H -1.25776 1.97117 1.03470
H -1.31758 1.83377 -0.83544
H 0.22282 2.54430 -0.09980
H -2.67522 0.33786 -0.38552
H -2.83630 -1.35319 -0.16412
N -2.24249 -0.58085 -0.21531
O 0.87120 0.27061 1.32152
O -0.80909 -1.84566 0.77559
*
```

Results
E_LUMO in eV: 0.786
ΔE to the lowest compared entry with this formula, charge and spin in eV: 2.120
Energy in eV: -10914.4558
Kohn-Sham gap in eV: 10.465
SMILES: C[C@@H]1O[C@]1(C)C(N)=O
E_HOMO in eV: -9.68

Löwdin atomic charge list, values in e, 2 entries: -0.06 -0.31

---

Entry 4:
Density functional theory data (ωB97M-V/def2-TZVPD) for an isolated ion of composition C4H12N2O and charge +2 in a non-equilibrium geometry.

ORCA input file:
```
! wB97M-V def2-TZVPD RIJCOSX def2/J DEFGRID3
* xyz 2 1
C 0.84490 0.40634 -0.15141
C 1.75565 1.32544 0.41137
C -1.12785 -1.13511 0.62644
C -0.63656 0.23063 -0.11863
N 1.01818 -1.84520 -1.39528
N -1.43793 1.19442 0.61750
O 1.58773 -0.69352 -1.12804
H 1.34152 2.31051 0.67027
H 2.54346 1.01035 1.05529
H 2.33099 1.67558 -0.50900
H -2.23084 -1.19840 0.54901
H -0.96570 -1.25250 1.69293
H -0.77995 -2.06569 0.22556
H -0.82472 0.22838 -1.17843
H 1.77775 -2.46895 -1.96403
H 0.03983 -1.92077 -1.71930
H -1.01421 2.04955 0.86434
H -1.92615 0.79487 1.39707
H -2.29609 1.35407 0.05433
*
```

Results
E_LUMO (alpha / beta) in eV: -9.558 / -10.528
ΔE to the lowest compared entry with this formula, charge and spin in eV: 6.594
Energy in eV: -9346.5599
Kohn-Sham gap (alpha / beta) in eV: 9.677 / 7.060
E_HOMO (alpha / beta) in eV: -19.24 / -17.59

Löwdin atomic charge list, values in e, 2 entries: 0.01 0.02

---

Entry 5:
Density functional theory data (ωB97M-V/def2-TZVPD) for one molecule with the formula C5H9N3 in a non-equilibrium geometry.

ORCA input file:
```
! wB97M-V def2-TZVPD RIJCOSX def2/J DEFGRID3
* xyz 0 1
C 0.39655 0.83938 1.61883
C -0.70709 0.87409 0.57286
C -0.72755 -0.20473 -0.46701
C -1.63271 -1.19857 -0.64396
N -1.26293 -2.00649 -1.68385
C -0.09942 -1.53105 -2.14724
N 0.21644 -0.43421 -1.41936
N 1.72082 0.75914 0.93444
H 0.35519 -0.09433 2.18389
H 0.42852 1.72138 2.26839
H -1.62555 1.04232 1.15261
H -0.59979 1.80466 -0.01966
H -2.54432 -1.40948 -0.12269
H 0.53666 -1.98868 -2.88224
H 1.04057 0.12974 -1.53554
H 2.16912 1.66341 0.91090
H 2.33549 0.03340 1.27962
*
```

Results
E_LUMO in eV: 0.873
ΔE to the lowest compared entry with this formula, charge and spin in eV: 0.427
Energy in eV: -9801.0403
Kohn-Sham gap in eV: 9.231
SMILES: NCCc1cnc[nH]1
E_HOMO in eV: -8.36

Löwdin atomic charge list, values in e, 2 entries: -0.26 -0.15

---

Entry 6:
Density functional theory data (ωB97M-V/def2-TZVPD) for a 4-piece molecular cluster, C2H11NO3 overall in a non-equilibrium geometry.

ORCA input file:
```
! wB97M-V def2-TZVPD RIJCOSX def2/J DEFGRID3
* xyz 0 1
C -0.12191 1.04448 -0.74910
N -1.29002 0.90658 0.25786
C -1.16424 -0.40328 0.86559
O -0.37614 -1.70202 -1.54471
H 0.76111 0.87477 -0.13942
H -0.08503 2.06729 -1.14928
H -0.23286 0.29412 -1.50488
H -0.93721 1.56939 1.08819
H -1.60926 -0.33671 1.86926
H -1.72036 -1.05813 0.20069
H -0.14365 -0.77020 1.04927
H -0.22739 -2.55726 -1.12695
H 2.38959 -1.50774 -0.48290
O 1.86146 -0.83048 -0.92149
H 0.93133 -1.20056 -1.11770
H 1.44087 1.62472 2.30607
O 0.53716 1.38338 2.02916
*
```

Results
E_LUMO in eV: -5.146
ΔE to the lowest compared entry with this formula, charge and spin in eV: 9.318
Energy in eV: -9875.8820
Kohn-Sham gap in eV: 4.260
E_HOMO in eV: -9.41

Löwdin atomic charge list, values in e, 2 entries: -0.05 0.02

---

Entry 7:
Density functional theory data (ωB97M-V/def2-TZVPD) for one molecule with the formula C3H2N2S2 in a non-equilibrium geometry.

ORCA input file:
```
! wB97M-V def2-TZVPD RIJCOSX def2/J DEFGRID3
* xyz 0 1
C 0.65120 1.04959 0.02118
C -1.27196 -1.22591 -0.15561
C 1.79618 0.39890 0.27414
N -1.96009 -0.26244 0.12736
N -1.94669 0.99917 -0.09492
S -0.89364 -2.66037 -0.57076
S -0.60247 1.86057 -0.47536
H 2.20587 0.34804 1.25925
H 2.02160 -0.50755 -0.38529
*
```

Results
E_LUMO (alpha / beta) in eV: -0.838 / -0.837
ΔE to the lowest compared entry with this formula, charge and spin in eV: 4.682
Energy in eV: -27788.4755
Kohn-Sham gap (alpha / beta) in eV: 6.854 / 6.857
E_HOMO (alpha / beta) in eV: -7.69 / -7.69

Löwdin atomic charge list, values in e, 2 entries: -0.49 -0.82